Arrangement 1

# H15O7S

8 unconnected molecules or ions with the total composition H15O7S (ωB97M-V/def2-TZVPD, the Open Molecules 2025 dataset).

Geometry as XYZ:
```
23
Properties=species:S:1:pos:R:3:lowdin_charge:R:1
O -1.218 -2.436 1.201 0.013
H 1.281 0.254 -3.412 0.008
O -2.125 1.889 -0.612 -0.130
H -0.881 2.292 0.618 -0.009
H 2.388 -1.164 -1.370 -0.015
S -1.143 0.625 -3.484 -0.003
H -2.510 1.003 -0.617 0.037
H -0.483 1.541 2.821 0.042
H 1.754 0.509 -1.928 -0.006
O 0.037 2.302 0.975 -0.133
H 0.400 1.594 0.325 0.085
H -0.340 -2.244 0.999 -0.022
O 1.729 -1.597 -0.841 -0.098
O -1.133 0.967 3.391 -0.187
H -1.650 -1.808 1.685 -0.022
H 0.953 -1.554 -1.470 0.058
O 2.147 0.231 -2.771 -0.197
O 2.167 -1.488 2.235 -0.112
H 1.892 -2.433 1.932 0.088
H -2.078 1.021 2.908 0.093
H -0.998 -0.654 -3.601 -0.448
H -1.730 1.966 -1.504 -0.060
H 1.541 -0.816 2.518 0.017
```

Properties
Charge: -1
Molecular weight, g/mol: 159.18
E_HOMO, eV: -4.276

=====

Arrangement 2

# H15O7S

8 unconnected molecules or ions with the total composition H15O7S (ωB97M-V/def2-TZVPD, the Open Molecules 2025 dataset).

Geometry as XYZ:
```
23
Properties=species:S:1:pos:R:3:lowdin_charge:R:1
O -2.596 1.380 0.087 -0.162
O 2.493 1.554 -1.912 -0.103
H 1.767 -2.353 -0.584 0.025
H -1.476 -1.806 1.304 0.037
H 1.033 1.570 0.033 0.001
H -2.050 -0.386 1.265 0.040
H 3.075 0.836 -1.708 0.011
H -2.316 1.221 -0.911 -0.043
H 1.687 1.105 -2.236 -0.085
H -3.534 1.545 -0.043 0.018
S -0.671 0.538 -2.430 0.026
O 0.435 0.511 3.374 -0.136
H -0.238 -1.726 -1.295 -0.083
H -0.064 1.684 -1.795 -0.267
O -0.376 -2.657 -1.032 -0.151
H 2.347 -1.235 0.295 0.014
O 0.641 1.712 0.904 -0.065
H -0.294 1.523 0.797 0.012
O -1.540 -1.008 1.865 -0.093
H -0.257 -0.161 3.107 0.010
O 2.591 -2.063 -0.109 -0.076
H 0.603 1.037 2.556 -0.019
H -1.262 -2.820 -1.531 0.087
```

Properties
Charge: -1
Molecular weight, g/mol: 159.18
E_HOMO, eV: -4.785

=====

Need the numbers? Relative energies in hartree: arrangement 1 0.0571; arrangement 2 0.0000.

=====

Arrangement 1

# C6H37NO12

13 unconnected molecules or ions with the total composition C6H37NO12 (ωB97M-V/def2-TZVPD, the Open Molecules 2025 dataset).

Geometry as XYZ:
```
56
Properties=species:S:1:pos:R:3:lowdin_charge:R:1
H 3.345 3.212 -0.035 0.059
C 2.057 0.589 -1.620 0.010
O 1.668 -2.326 2.068 -0.083
H 2.283 -2.545 2.775 0.074
H -3.779 -0.417 -0.350 0.035
O -3.136 1.775 -2.227 -0.084
H -4.170 -1.803 -2.096 0.080
C 1.485 0.798 1.761 -0.373
H 3.698 2.605 -1.615 0.076
H 0.859 -0.028 1.492 0.090
H 0.402 2.143 0.181 0.123
O -1.157 -0.642 -3.893 -0.076
H 2.882 -0.445 2.535 0.061
N 2.892 0.317 1.852 0.049
H 1.171 0.230 -2.107 0.042
H 1.491 2.300 3.391 0.055
H 0.714 0.792 3.761 0.063
H -0.443 3.937 -1.512 0.000
H 0.384 -3.672 -1.305 0.047
O -2.849 -0.106 -0.202 -0.109
H -2.523 -0.764 0.483 0.050
H -1.788 -3.501 1.328 0.000
H -1.159 2.158 -2.972 0.028
H 2.184 -1.890 1.319 0.024
H -0.776 -1.892 0.835 0.020
H -3.088 1.007 -1.659 -0.025
O -2.568 -3.772 0.827 -0.068
C 3.495 2.303 -0.582 -0.063
O 0.001 -4.576 -1.282 -0.060
H 0.912 -4.850 -1.124 0.038
H -4.081 2.177 -2.238 0.114
O -0.861 -1.861 1.792 -0.107
O 3.183 -1.949 -0.057 -0.073
H -4.097 -2.957 -1.019 0.068
H -2.235 -4.206 0.028 0.022
O -1.161 4.063 -0.874 -0.099
O -4.278 -1.987 -1.126 -0.088
H -2.919 -0.729 4.239 0.020
H 2.990 0.347 -2.160 0.072
H -1.415 -0.124 -3.086 0.032
H -0.871 -0.166 -4.673 0.031
O -3.570 -0.200 3.796 -0.043
H 1.746 2.766 0.942 0.099
H 4.248 1.587 -0.136 0.094
C 0.850 1.547 3.008 -0.034
H -3.444 -0.223 2.851 0.010
H 4.079 -2.098 0.215 0.049
H 0.147 -1.954 1.995 0.018
C 1.364 1.802 0.596 -0.156
H 3.109 -1.013 -0.442 0.050
H -2.004 3.795 -1.328 0.032
C 2.179 1.507 -0.620 -0.341
H -0.482 3.096 -3.886 0.046
H 3.415 1.085 2.277 0.088
O -0.302 2.654 -3.060 -0.067
H -0.076 2.102 2.937 0.081
```

Properties
Molecular weight, g/mol: 315.36
E_HOMO, eV: -8.951

=====

Arrangement 2

# C6H37NO12

13 unconnected molecules or ions with the total composition C6H37NO12 (ωB97M-V/def2-TZVPD, the Open Molecules 2025 dataset).

Geometry as XYZ:
```
56
Properties=species:S:1:pos:R:3:lowdin_charge:R:1
H 1.628 4.119 0.990 0.038
C -0.221 -1.216 -0.733 0.011
H 2.482 -3.772 -0.053 0.059
H -1.968 -4.673 0.215 0.016
H 1.248 -3.331 2.510 0.113
H -0.191 1.407 -0.745 0.062
O -2.394 -0.629 3.289 -0.058
O -1.113 -5.066 0.065 -0.058
H 3.864 0.172 -2.508 0.043
O -1.371 3.576 -0.174 -0.057
H -2.760 1.622 0.340 0.013
H -3.094 -1.323 0.461 0.016
H -3.637 -2.347 1.626 0.059
H -1.272 -0.951 -0.859 0.047
H -2.225 2.660 3.236 0.064
H -1.711 1.622 -2.825 0.050
H -2.037 1.183 2.892 0.013
N 2.156 -4.009 0.877 -0.001
H -2.425 -0.952 2.370 0.005
H 1.206 -1.909 -3.947 0.078
H 0.399 -0.779 -3.495 0.062
H 2.980 -4.331 1.364 0.065
O 0.572 2.449 3.316 -0.052
H 0.105 1.910 2.677 -0.015
O -1.922 2.082 2.531 -0.076
O 1.189 -0.949 -4.034 -0.057
O 0.961 1.602 -4.214 -0.047
H 0.126 -2.177 -1.086 0.062
C 1.921 -1.570 1.653 -0.172
H -0.390 -4.967 0.682 0.004
H 1.391 -0.966 2.391 0.109
H 2.040 4.107 -0.596 0.048
H 2.429 0.188 0.308 0.100
O -2.932 -2.050 1.057 -0.038
H 2.463 -0.350 -2.955 -0.023
O -1.117 2.353 -2.622 -0.062
C 0.043 1.046 0.260 -0.062
H -0.498 3.236 -0.373 -0.017
H 0.366 -3.014 1.009 0.070
H -2.054 -1.203 3.972 0.051
H 1.341 2.465 -4.379 0.066
H 0.946 1.625 0.450 0.058
C 1.953 -0.793 0.311 -0.168
O 2.929 0.166 -2.291 -0.055
O 1.956 3.637 0.232 -0.036
H -3.606 1.347 -0.898 0.046
H 1.466 0.944 -4.685 0.033
H 2.348 -1.471 -0.437 0.087
H -1.708 3.683 -1.059 0.013
H -0.791 1.177 0.935 0.046
H 1.182 2.989 2.818 0.011
H 2.964 -1.679 1.974 0.109
C 1.340 -2.965 1.478 -0.306
O -3.102 0.900 -0.211 -0.049
C 0.511 -0.354 -0.013 -0.315
H -0.301 2.028 -3.038 -0.001
```

Properties
Molecular weight, g/mol: 315.36
E_HOMO, eV: -8.608

=====

Need the numbers? Relative energies in hartree: arrangement 1 0.0316; arrangement 2 0.0000.

=====

Arrangement 1

# C5H6S

C5H6S in the gas phase (ωB97M-V/def2-TZVPD, the Open Molecules 2025 dataset).

Geometry as XYZ:
```
12
Properties=species:S:1:pos:R:3:lowdin_charge:R:1
C -0.383 1.593 1.075 -0.081
H -0.664 2.606 1.352 0.098
H -1.058 0.215 2.753 0.086
H 0.481 1.956 -0.964 0.116
C 0.063 -0.692 1.162 -0.128
S 0.014 -1.008 -1.625 0.731
H -1.277 -0.724 -1.465 -0.134
C -0.503 0.336 1.850 -0.086
C 0.636 -0.169 -0.139 -0.682
H 1.737 -0.350 -0.275 0.115
H 0.127 -1.762 1.415 0.109
C 0.259 1.298 -0.085 -0.144
```

Properties
SMILES string: SC1C=CC=C1
Molecular weight, g/mol: 98.17
E_HOMO, eV: -8.501

=====

Arrangement 2

# C5H6S

C5H6S in the gas phase (ωB97M-V/def2-TZVPD, the Open Molecules 2025 dataset).

Geometry as XYZ:
```
12
Properties=species:S:1:pos:R:3:lowdin_charge:R:1
H 0.609 1.662 -0.480 0.086
H 2.286 -2.369 0.106 0.118
C 3.313 -0.155 0.013 -0.860
H 0.164 1.372 1.015 0.065
H -1.772 0.520 0.364 0.033
C 1.869 -0.087 0.150 -0.031
H -1.242 0.126 -1.287 0.115
H -0.877 -0.888 0.250 0.062
C 0.270 0.820 0.122 -0.119
C -1.012 0.084 -0.155 -0.113
C 2.419 -1.272 0.141 0.008
S 4.735 0.518 -0.016 0.636
```

Properties
SMILES string: CCc1cc1=S
Molecular weight, g/mol: 98.17
E_HOMO, eV: -7.879

=====

Arrangement 3

# C5H6S

C5H6S in the gas phase (ωB97M-V/def2-TZVPD, the Open Molecules 2025 dataset).

Geometry as XYZ:
```
12
Properties=species:S:1:pos:R:3:lowdin_charge:R:1
C -0.878 -0.435 -0.761 -0.186
H -0.935 1.616 -0.577 0.128
H -1.484 -0.491 -1.642 0.088
C 0.873 0.900 0.322 -0.195
H -1.707 -2.232 0.101 0.081
C -0.968 -1.400 0.165 -0.429
H 1.890 -0.154 1.989 0.046
C 1.131 -0.067 1.241 -0.440
C -0.097 0.866 -0.751 -0.234
H 1.620 1.690 0.203 0.102
S 0.179 -1.472 1.478 0.898
H 0.375 1.179 -1.769 0.142
```

Properties
SMILES string: C1=CSC=CC1
Molecular weight, g/mol: 98.17
E_HOMO, eV: -7.612

=====

Arrangement 4

# C5H6S

2 unconnected molecules or ions with the total composition C5H6S (ωB97M-V/def2-TZVPD, the Open Molecules 2025 dataset).

Geometry as XYZ:
```
12
Properties=species:S:1:pos:R:3:lowdin_charge:R:1
C 1.828 0.062 0.090 -0.677
H -1.397 0.143 -1.289 0.027
C 2.351 1.040 -0.679 -0.072
S 1.466 -1.575 0.361 0.846
H -2.451 -1.112 -0.775 0.040
C -1.857 -0.295 -0.470 -0.080
H -0.976 0.972 0.832 0.000
C -1.559 0.097 0.749 -0.105
H 3.053 1.227 -1.439 0.078
H -2.044 -0.553 1.490 0.068
H 0.350 -1.399 1.019 -0.164
C 1.235 1.394 0.111 0.041
```

Properties
SMILES string: SC1=C=C1.C=C
Molecular weight, g/mol: 98.17
E_HOMO, eV: -9.224

=====

Need the numbers? Relative energies in hartree: arrangement 1 0.0000; arrangement 2 0.1052; arrangement 3 0.0124; arrangement 4 0.1517.

=====

Arrangement 1

# C2H6NO5

3 unconnected molecules or ions with the total composition C2H6NO5 (ωB97M-V/def2-TZVPD, the Open Molecules 2025 dataset).

Geometry as XYZ:
```
14
Properties=species:S:1:pos:R:3:lowdin_charge:R:1
O 1.481 -1.400 1.158 -0.018
H 1.548 0.298 2.422 -0.043
H -0.369 0.853 -2.592 0.000
H 0.667 1.410 2.732 0.009
H 0.812 -2.596 -0.294 0.116
C -0.826 0.500 0.348 -0.705
O -0.954 0.608 1.560 0.000
N -0.258 -0.812 -0.175 0.112
O -0.751 0.760 -3.478 -0.093
H -0.878 -1.230 -0.847 0.111
C 0.704 -1.642 0.248 -0.383
H -1.695 0.850 -3.348 0.016
O 1.586 1.129 2.857 -0.083
O -1.068 1.272 -0.593 -0.038
```

Properties
Charge: -1
Molecular weight, g/mol: 124.07
E_HOMO, eV: -5.487

=====

Arrangement 2

# C2H6NO5

3 unconnected molecules or ions with the total composition C2H6NO5 (ωB97M-V/def2-TZVPD, the Open Molecules 2025 dataset).

Geometry as XYZ:
```
14
Properties=species:S:1:pos:R:3:lowdin_charge:R:1
O -2.090 -1.367 1.776 0.005
O 1.922 -1.775 -0.417 -0.061
C -0.752 -0.180 -0.801 -0.736
H 2.134 -1.799 -1.342 0.028
N -0.405 -0.297 0.597 0.093
H 0.327 2.374 -1.022 -0.021
C -0.983 -0.887 1.674 -0.384
O 0.601 3.287 -0.746 -0.131
H -0.155 3.514 -0.186 0.014
H 0.969 -1.856 -0.266 0.012
H -0.305 -0.792 2.551 0.121
O -1.203 -1.203 -1.342 -0.012
H 0.514 0.030 0.823 0.115
O -0.575 0.952 -1.299 -0.041
```

Properties
Charge: -1
Molecular weight, g/mol: 124.07
E_HOMO, eV: -5.250

=====

Need the numbers? Relative energies in hartree: arrangement 1 0.0000; arrangement 2 0.0093.